Here is a 14-piece molecular cluster, C38H101BN19O21 overall at a distorted geometry from the OMol25 dataset. Energies are from the ωB97M-V functional and the def2-TZVPD basis.

Bonds (Å) are listed after each position.
Element x y z (Å)
1 O -13.7754 30.4714 -27.8592  C2 1.190
2 C -14.8079 29.8793 -27.8393  O1 1.190, O3 1.352, C6 1.527
3 O -15.7930 30.0742 -28.7453  C2 1.352, B4 1.457
4 B -16.8666 29.1110 -28.5367  O3 1.457, O5 1.487, O8 1.486, O12 1.455
5 O -16.4708 28.3711 -27.3085  B4 1.487, C6 1.306
6 C -15.2170 28.6351 -27.0537  C2 1.527, O5 1.306, O7 1.205
7 O -14.5772 28.2292 -26.1167  C6 1.205
8 O -16.9231 28.2015 -29.7110  B4 1.486, C9 1.312
9 C -18.1193 28.1575 -30.2475  O8 1.312, O10 1.199, C11 1.569
10 O -18.4582 27.4454 -31.1501  C9 1.199
11 C -18.9730 29.1901 -29.4304  C9 1.569, O12 1.323, O13 1.197
12 O -18.1453 29.8022 -28.5992  B4 1.455, C11 1.323
13 O -20.1515 29.3784 -29.5196  C11 1.197
14 C -19.6120 29.2107 -24.2182  C15 1.524, H20 1.089, H21 1.094, H22 1.089
15 C -20.0300 30.3267 -25.1689  C14 1.524, C16 1.542, N19 1.450, H23 1.094
16 C -18.7954 31.1765 -25.5302  C15 1.542, O17 1.428, H24 1.093, H25 1.102
17 O -19.0865 32.3188 -26.3369  C16 1.428, C18 1.415
18 C -19.8168 33.2909 -25.6135  O17 1.415, H26 1.094, H27 1.102, H28 1.085
19 N -20.6529 29.7928 -26.3644  C15 1.450, H29 1.018, H30 1.018
20 H -20.4243 28.5833 -23.8529  C14 1.089
21 H -19.2722 29.7083 -23.3045  C14 1.094
22 H -18.8152 28.5803 -24.6097  C14 1.089
23 H -20.6992 31.0183 -24.6492  C15 1.094
24 H -17.9852 30.6054 -25.9898  C16 1.093
25 H -18.3088 31.5376 -24.6095  C16 1.102
26 H -19.7187 34.2570 -26.1181  C18 1.094
27 H -19.2128 33.6074 -24.7474  C18 1.102
28 H -20.8294 32.9770 -25.3817  C18 1.085
29 H -20.1108 29.0135 -26.7333  N19 1.018
30 H -20.5820 30.5045 -27.0891  N19 1.018
31 C -15.1131 25.8075 -29.9472  C32 1.505, H37 1.093, H38 1.093, H39 1.090
32 C -14.2441 24.5950 -29.7442  C31 1.505, C33 1.544, N36 1.471, H40 1.093
33 C -14.8462 23.4693 -28.8752  C32 1.544, O34 1.420, H41 1.096, H42 1.094
34 O -16.0884 23.1093 -29.4606  C33 1.420, C35 1.403
35 C -16.9011 22.2369 -28.7218  O34 1.403, H43 1.088, H44 1.093, H45 1.100
36 N -14.0293 23.9961 -31.0705  C32 1.471, H46 1.013, H47 1.014
37 H -15.5548 26.1547 -29.0095  C31 1.093
38 H -15.9418 25.5776 -30.6210  C31 1.093
39 H -14.5735 26.6570 -30.3660  C31 1.090
40 H -13.3051 24.9969 -29.3558  C32 1.093
41 H -15.0928 23.8874 -27.8922  C33 1.096
42 H -14.1238 22.6490 -28.8413  C33 1.094
43 H -17.9317 22.2683 -29.0704  C35 1.088
44 H -16.8337 22.4154 -27.6458  C35 1.093
45 H -16.5825 21.1922 -28.8511  C35 1.100
46 H -14.9091 23.7601 -31.5140  N36 1.013
47 H -13.5175 23.1207 -31.0583  N36 1.014
48 C -11.7985 32.8673 -26.4720  C49 1.515, H54 1.090, H55 1.095, H56 1.091
49 C -10.6815 32.5842 -27.4551  C48 1.515, C50 1.516, N53 1.490, H57 1.102
50 C -9.2560 32.4085 -26.9686  C49 1.516, O51 1.418, H58 1.094, H59 1.101
51 O -8.7825 33.5326 -26.2450  C50 1.418, C52 1.402
52 C -7.3976 33.7178 -26.3598  O51 1.402, H60 1.100, H61 1.087, H62 1.097
53 N -11.0003 31.4162 -28.3241  C49 1.490, H63 1.027, H64 1.039
54 H -12.7318 33.1338 -26.9674  C48 1.090
55 H -11.5485 33.7827 -25.9257  C48 1.095
56 H -11.8863 31.9778 -25.8468  C48 1.091
57 H -10.5348 33.3870 -28.1950  C49 1.102
58 H -8.6405 32.2337 -27.8565  C50 1.094
59 H -9.1145 31.5060 -26.3548  C50 1.101
60 H -6.8297 32.9798 -25.7750  C52 1.100
61 H -7.1796 34.7232 -26.0074  C52 1.087
62 H -7.0624 33.5228 -27.3859  C52 1.097
63 H -12.0177 31.2875 -28.3838  N53 1.027
64 H -11.0176 30.7503 -27.5263  N53 1.039
65 C -12.6077 32.9850 -21.8419  C66 1.527, H71 1.095, H72 1.093, H73 1.094
66 C -13.4267 33.2383 -23.1054  C65 1.527, C67 1.534, N70 1.480, H74 1.095
67 C -14.6293 32.3155 -23.3437  C66 1.534, O68 1.425, H75 1.096, H76 1.095
68 O -14.3261 30.9266 -23.2530  C67 1.425, C69 1.390
69 C -15.4091 30.1059 -23.5473  O68 1.390, H77 1.094, H78 1.089, H79 1.099
70 N -13.9355 34.6261 -23.0347  C66 1.480, H80 1.008, H81 1.015
71 H -11.8404 33.7571 -21.7188  C65 1.095
72 H -12.0593 32.0431 -21.7662  C65 1.093
73 H -13.1221 33.0483 -20.8783  C65 1.094
74 H -12.7951 33.0575 -23.9809  C66 1.095
75 H -15.0553 32.5781 -24.3183  C67 1.096
76 H -15.3599 32.4691 -22.5425  C67 1.095
77 H -16.1974 30.0352 -22.7922  C69 1.094
78 H -15.1098 29.0772 -23.7448  C69 1.089
79 H -15.8066 30.3665 -24.5381  C69 1.099
80 H -13.1938 35.3066 -22.9728  N70 1.008
81 H -14.4644 34.6894 -23.8991  N70 1.015
82 C -17.7878 24.7264 -26.6842  C83 1.535, H88 1.096, H89 1.095, H90 1.091
83 C -18.6490 25.9760 -26.4546  C82 1.535, C84 1.532, N87 1.458, H91 1.093
84 C -19.6581 26.0770 -27.6030  C83 1.532, O85 1.424, H92 1.097, H93 1.093
85 O -20.6169 27.0903 -27.3149  C84 1.424, C86 1.412
86 C -21.8316 26.9323 -28.0165  O85 1.412, H94 1.091, H95 1.094, H96 1.096
87 N -19.3324 25.7822 -25.1819  C83 1.458, H97 1.011, H98 1.017
88 H -16.9398 24.7103 -25.9898  C82 1.096
89 H -17.3611 24.6552 -27.6902  C82 1.095
90 H -18.2599 23.7538 -26.5400  C82 1.091
91 H -18.0112 26.8622 -26.4124  C83 1.093
92 H -20.1707 25.1071 -27.6045  C84 1.097
93 H -19.1803 26.2114 -28.5773  C84 1.093
94 H -21.8618 26.8299 -29.1027  C86 1.091
95 H -22.3432 27.8679 -27.7728  C86 1.094
96 H -22.4451 26.1552 -27.5472  C86 1.096
97 H -18.7055 26.0260 -24.4272  N87 1.011
98 H -20.1041 26.4440 -25.1719  N87 1.017
99 C -20.0212 24.8830 -33.2717  C100 1.523, H105 1.094, H106 1.090, H107 1.091
100 C -18.6522 24.2843 -32.9782  C99 1.523, C101 1.544, N104 1.479, H108 1.094
101 C -17.4358 25.1041 -33.4595  C100 1.544, O102 1.416, H109 1.086, H110 1.097
102 O -16.2419 24.3969 -33.1788  C101 1.416, C103 1.412
103 C -15.9277 23.3020 -34.0140  O102 1.412, H111 1.094, H112 1.090, H113 1.094
104 N -18.5432 24.0725 -31.5186  C100 1.479, H114 1.020, H115 1.019
105 H -20.1719 25.8404 -32.7639  C99 1.094
106 H -20.7684 24.2182 -32.8379  C99 1.090
107 H -20.2053 25.0493 -34.3338  C99 1.091
108 H -18.7141 23.2888 -33.4285  C100 1.094
109 H -17.3914 26.0158 -32.8719  C101 1.086
110 H -17.5006 25.3099 -34.5350  C101 1.097
111 H -16.6014 22.4657 -33.8077  C103 1.094
112 H -14.9157 22.9678 -33.7864  C103 1.090
113 H -15.9496 23.6716 -35.0434  C103 1.094
114 H -18.4393 25.0041 -31.1168  N104 1.020
115 H -17.6190 23.6743 -31.3561  N104 1.019
116 C -22.1898 32.2576 -28.9969  C117 1.528, H122 1.091, H123 1.090, H124 1.094
117 C -22.2199 33.6405 -29.6466  C116 1.528, C118 1.555, N121 1.451, H125 1.094
118 C -21.3118 34.6649 -28.9092  C117 1.555, O119 1.420, H126 1.089, H127 1.096
119 O -21.4984 35.9575 -29.4679  C118 1.420, C120 1.399
120 C -22.6777 36.6220 -29.1150  O119 1.399, H128 1.092, H129 1.096, H130 1.093
121 N -21.8815 33.5070 -31.0510  C117 1.451, H131 1.026, H132 1.024
122 H -22.7115 31.5387 -29.6297  C116 1.091
123 H -22.6309 32.2189 -28.0007  C116 1.090
124 H -21.1681 31.8691 -28.9611  C116 1.094
125 H -23.2190 34.0825 -29.5868  C117 1.094
126 H -20.2567 34.4128 -29.0076  C118 1.089
127 H -21.6178 34.6033 -27.8581  C118 1.096
128 H -22.8159 37.5231 -29.7156  C120 1.092
129 H -22.6424 36.9846 -28.0815  C120 1.096
130 H -23.5993 36.0572 -29.2809  C120 1.093
131 H -20.8568 33.4485 -31.0549  N121 1.026
132 H -21.9008 34.4538 -31.4413  N121 1.024
133 C -14.8412 29.1776 -33.1397  O134 1.220, N135 1.387, N136 1.358
134 O -14.3601 29.7712 -34.0914  C133 1.220
135 N -15.7703 28.1563 -33.2730  C133 1.387, H137 1.000, H138 1.003
136 N -14.6544 29.5112 -31.8366  C133 1.358, H139 1.021, H140 1.002
137 H -16.3112 28.0792 -34.1105  N135 1.000
138 H -15.7971 27.4653 -32.5467  N135 1.003
139 H -13.9809 30.2523 -31.6382  N136 1.021
140 H -15.0308 28.9899 -31.0680  N136 1.002
141 C -20.6435 30.6532 -33.2676  O142 1.224, N143 1.383, N144 1.368
142 O -20.8416 31.5065 -34.1219  C141 1.224
143 N -19.7389 29.6131 -33.3740  C141 1.383, H145 1.001, H146 1.000
144 N -21.2020 30.6984 -32.0197  C141 1.368, H147 1.002, H148 1.007
145 H -19.6925 29.0121 -32.5747  N143 1.001
146 H -19.2585 29.4411 -34.2344  N143 1.000
147 H -20.8369 30.1364 -31.2743  N144 1.002
148 H -21.9537 31.3635 -31.9379  N144 1.007
149 C -17.2724 26.6956 -22.1843  O150 1.227, N151 1.334, N152 1.380
150 O -18.3896 27.1810 -22.3334  C149 1.227
151 N -16.2581 26.9078 -23.0236  C149 1.334, H153 1.006, H154 1.006
152 N -16.9825 25.9078 -21.0884  C149 1.380, H155 1.004, H156 1.003
153 H -16.2897 27.3529 -23.9253  N151 1.006
154 H -15.3382 26.5972 -22.7621  N151 1.006
155 H -16.0422 25.6872 -20.8139  N152 1.004
156 H -17.6802 25.8408 -20.3711  N152 1.003
157 C -11.3300 29.0040 -23.5379  O158 1.230, N159 1.356, N160 1.382
158 O -11.0281 29.3393 -22.3940  C157 1.230
159 N -12.3171 29.5665 -24.2773  C157 1.356, H161 1.007, H162 1.028
160 N -10.6482 28.0141 -24.2207  C157 1.382, H163 1.011, H164 1.004
161 H -12.2012 29.6007 -25.2772  N159 1.007
162 H -12.9031 30.3124 -23.8812  N159 1.028
163 H -11.1689 27.6103 -24.9873  N160 1.011
164 H -10.0987 27.3717 -23.6786  N160 1.004
165 C -13.0277 25.1078 -25.6136  O166 1.225, N167 1.376, N168 1.361
166 O -12.1878 25.7166 -26.2643  C165 1.225
167 N -13.6142 25.6725 -24.5047  C165 1.376, H169 1.003, H170 1.008
168 N -13.3530 23.7980 -25.7869  C165 1.361, H171 1.004, H172 1.000
169 H -14.3362 25.1630 -24.0298  N167 1.003
170 H -13.5883 26.6802 -24.4749  N167 1.008
171 H -12.8079 23.3307 -26.4886  N168 1.004
172 H -13.8960 23.3860 -25.0546  N168 1.000
173 C -13.4285 32.8887 -31.0724  O174 1.223, N175 1.370, N176 1.359
174 O -13.3435 32.0163 -31.9249  C173 1.223
175 N -12.7682 34.0836 -31.1836  C173 1.370, H177 1.004, H178 1.002
176 N -14.1660 32.7813 -29.9359  C173 1.359, H179 1.001, H180 1.010
177 H -11.9769 34.1449 -31.7981  N175 1.004
178 H -12.8610 34.7774 -30.4667  N175 1.002
179 H -14.2309 33.4714 -29.2138  N176 1.001
180 H -14.9360 32.1308 -30.0002  N176 1.010

Summary:
Relative energy (zero: lowest compared OMol25 entry of this formula, charge and spin), kJ/mol: 0.0
Total charge: -1